1.
A cluster of 6 separate species, C16H32Cl2O15 in total, computed with the ωB97M-V functional and the def2-TZVPD basis.

**HOMO (alpha / beta)**: -12.49 / -12.49 eV
**DFT total energy**: -72855.38997 eV
**LUMO level (alpha / beta)**: -0.1590 / -0.3763 Eh
**Gap between HOMO and LUMO (alpha / beta)**: 8.16 / 2.25 eV
**2S+1**: 2
**Total charge**: +1
**<S²>**: 0.7569

Each line ends with the Löwdin charge.
Positions of all 65 atoms, in Å:
C (-1.246, 2.838, -2.590)  -0.0106
O (0.109, 2.957, -2.109)  -0.0091
C (0.281, 3.796, -1.112)  -0.5936
O (-0.486, 4.730, -0.772)  0.0924
O (1.454, 3.583, -0.568)  -0.0135
C (1.883, 4.316, 0.507)  -0.0684
H (-1.633, 3.842, -2.763)  0.1000
H (-1.885, 2.293, -1.896)  0.0872
H (-1.135, 2.229, -3.487)  0.0973
H (2.943, 4.090, 0.625)  0.0999
H (1.292, 4.210, 1.417)  0.1012
H (1.895, 5.364, 0.208)  0.1048
C (-4.665, -2.082, -2.646)  -0.0651
O (-3.570, -2.339, -3.453)  -0.0408
C (-3.815, -2.915, -4.680)  -0.5224
O (-4.855, -2.871, -5.354)  0.1061
O (-2.647, -3.495, -5.011)  -0.0292
C (-2.524, -4.196, -6.259)  -0.0262
H (-4.277, -1.487, -1.819)  0.0883
H (-5.005, -3.056, -2.292)  0.1014
H (-5.441, -1.665, -3.287)  0.0982
H (-1.500, -4.568, -6.305)  0.0878
H (-2.490, -3.475, -7.076)  0.0959
H (-3.310, -4.951, -6.263)  0.1057
C (2.619, 0.204, -1.624)  0.0041
O (3.265, -0.799, -2.355)  0.1069
C (3.646, -0.664, -3.631)  -0.3312
O (3.635, 0.399, -4.287)  0.4287
O (3.849, -1.944, -4.175)  0.0792
C (4.147, -2.129, -5.559)  0.0004
H (1.599, 0.383, -1.965)  0.1162
H (3.160, 1.146, -1.534)  0.1215
H (2.486, -0.239, -0.637)  0.1129
H (3.328, -2.561, -6.133)  0.1131
H (4.905, -2.908, -5.644)  0.1158
H (4.438, -1.195, -6.039)  0.1069
C (0.548, 0.868, 2.029)  -0.0298
O (0.247, 0.448, 0.702)  -0.0673
C (-1.023, -0.076, 0.372)  -0.4708
O (-1.528, -0.066, -0.744)  0.1054
O (-1.741, -0.328, 1.512)  -0.0631
C (-3.147, -0.727, 1.433)  0.0107
H (-0.020, 0.260, 2.732)  0.0930
H (0.461, 1.951, 2.114)  0.0951
H (1.592, 0.560, 2.074)  0.0928
H (-3.590, -1.040, 2.378)  0.0837
H (-3.120, -1.605, 0.786)  0.0920
H (-3.703, 0.113, 1.017)  0.1037
C (4.571, 2.201, 5.788)  -0.0350
O (3.325, 1.505, 5.809)  0.0099
C (3.297, 0.204, 5.554)  -0.6164
O (4.244, -0.594, 5.529)  0.0974
O (2.044, -0.089, 5.384)  0.0001
C (1.711, -1.398, 4.992)  -0.0407
H (4.421, 3.206, 5.393)  0.0942
H (5.355, 1.666, 5.251)  0.0915
H (5.006, 2.263, 6.785)  0.0963
H (0.627, -1.456, 5.097)  0.0974
H (2.143, -2.055, 5.747)  0.1028
H (2.056, -1.626, 3.983)  0.0979
C (-4.869, -0.321, 5.752)  -1.0601
Cl (-5.941, 0.948, 5.228)  0.5302
Cl (-3.464, 0.235, 6.696)  0.4946
H (-5.465, -1.050, 6.301)  0.0313
H (-4.484, -0.837, 4.873)  0.0015

2.
A cluster of 8 separate species, C4H27N2O7S2 in total, computed with the ωB97M-V functional and the def2-TZVPD basis.

**HOMO (alpha / beta)**: -16.49 / -16.45 eV
**DFT total energy**: -43551.63834 eV
**LUMO level (alpha / beta)**: -0.2737 / -0.3962 Eh
**Energy relative to the best compared isomer or geometry (same formula, charge and spin)**: 0.0 kcal/mol
**Gap between HOMO and LUMO (alpha / beta)**: 9.04 / 5.66 eV
**2S+1**: 2
**Total charge**: +2
**<S²>**: 0.7549

Each line ends with the Löwdin charge.
Positions of all 42 atoms, in Å:
N (2.177, 1.250, 0.646)  0.2007
C (2.715, 0.215, 1.633)  -0.1686
C (2.560, -1.269, 1.266)  -0.4132
S (1.535, -2.206, 2.497)  0.7655
S (-0.212, -2.812, 1.562)  0.7872
C (-0.791, -1.183, 1.026)  -0.4767
C (-2.367, -1.187, 1.310)  -0.3047
N (-3.345, -1.722, 0.391)  0.0493
H (2.010, 0.824, -0.277)  0.1087
H (2.856, 1.990, 0.463)  0.1786
H (1.373, 1.760, 1.077)  0.1112
H (2.258, 0.406, 2.592)  0.0799
H (3.778, 0.461, 1.569)  0.1404
H (3.562, -1.685, 1.383)  0.0987
H (2.280, -1.564, 0.247)  0.0724
H (-0.686, -1.168, -0.069)  0.0620
H (-0.267, -0.334, 1.445)  0.0329
H (-2.603, -1.671, 2.260)  0.1160
H (-2.527, -0.118, 1.452)  0.1195
H (-3.158, -2.696, 0.168)  0.0955
H (-3.384, -1.244, -0.508)  0.0421
H (0.226, 0.926, 4.007)  0.0804
H (-0.305, 1.464, 2.608)  0.0236
O (0.471, 1.171, 3.112)  -0.0671
H (-1.101, -2.226, -3.110)  0.0369
H (0.474, -2.676, -3.187)  0.0494
O (-0.232, -2.102, -3.484)  -0.0221
H (-1.738, -0.107, -1.370)  0.0077
H (-3.199, -0.131, -1.380)  0.0379
O (-2.475, 0.443, -1.655)  -0.0249
H (-2.550, 2.325, -0.703)  0.0226
H (-1.612, 2.606, -1.992)  0.0192
O (-1.997, 2.930, -1.186)  -0.0414
H (0.090, 1.436, -3.763)  0.0882
H (0.098, 0.114, -3.015)  0.0094
O (0.318, 1.050, -2.908)  -0.0438
H (3.237, -0.698, -2.270)  0.0826
H (1.894, 0.066, -2.330)  0.0152
O (2.542, -0.324, -1.724)  -0.0461
H (-0.525, 2.057, 0.104)  0.0365
H (-0.963, 3.191, 1.134)  0.0754
O (-0.419, 2.440, 0.978)  -0.0367

Number 1: F_max 5.225 eV Å⁻¹. Number 2: F_max 2.721 eV Å⁻¹.